(1)
{"formula": "C5H10O", "method": "ωB97M-V/def2-TZVPD", "gap_ev": 8.8, "total_energy_ev": -7391.3856, "smiles": "C=C(C)C.C=O", "max_force_ev_per_a": 1.674, "relative_energy_kj_mol": 326.1, "symbols": ["O", "C", "C", "C", "C", "C", "H", "H", "H", "H", "H", "H", "H", "H", "H", "H"], "xyz": [[-0.19, -2.22, -1.22], [0.14, 0.71, -1.42], [0.34, -1.87, -0.19], [-1.48, 0.36, 0.47], [0.67, 0.62, 1.17], [-0.23, 0.32, -0.01], [-1.65, -0.08, 1.46], [0.21, 1.44, 1.74], [0.82, -0.21, 1.87], [1.59, 1.00, 0.75], [-0.10, -2.02, 0.82], [1.39, -1.53, -0.14], [1.22, 0.72, -1.58], [-0.28, 0.02, -2.17], [-2.20, 1.04, 0.06], [-0.25, 1.71, -1.61]]}

---

(2)
{"formula": "ClFN2O3", "method": "ωB97M-V/def2-TZVPD", "gap_ev": [9.1, 7.9], "total_energy_ev": -24354.2895, "max_force_ev_per_a": 4.034, "relative_energy_kj_mol": 143.9, "symbols": ["Cl", "F", "O", "O", "O", "N", "N"], "xyz": [[1.69, 0.46, -0.99], [-0.98, -0.70, 0.55], [-0.89, 1.60, 0.64], [-1.56, 0.65, -1.18], [1.65, -0.89, 0.67], [1.25, -1.92, 0.41], [-1.15, 0.80, -0.11]]}

---

(3)
{"formula": "C12H15ClN2O5", "method": "ωB97M-V/def2-TZVPD", "gap_ev": 8.6, "total_energy_ev": -38411.8712, "max_force_ev_per_a": 18.906, "symbols": ["Cl", "O", "O", "O", "O", "O", "N", "N", "C", "C", "C", "C", "C", "C", "C", "C", "C", "C", "C", "C", "H", "H", "H", "H", "H", "H", "H", "H", "H", "H", "H", "H", "H", "H", "H"], "xyz": [[-5.06, 1.49, -0.91], [-0.41, 1.51, -0.26], [3.89, 0.90, -1.02], [0.11, -1.94, -0.01], [-3.81, -1.34, 0.62], [-3.01, -1.98, -1.00], [-1.61, 2.49, 0.03], [1.42, -0.22, -1.31], [3.61, -0.44, -0.43], [-2.67, 1.58, -0.01], [-2.17, 0.16, -0.27], [3.02, 1.01, 1.28], [0.30, -0.93, -0.49], [-4.67, -2.28, 0.83], [3.97, 1.81, 0.04], [-3.92, 1.77, 0.24], [3.45, -0.41, 0.90], [-3.04, -1.16, -0.21], [-0.85, 0.29, -0.45], [2.48, -1.10, -1.52], [-3.94, 3.12, 0.50], [-4.37, 1.44, 1.10], [4.24, -0.96, 1.48], [2.31, -2.00, -1.04], [1.35, 0.70, -1.39], [2.09, 1.26, 1.09], [2.68, -0.99, -2.33], [-4.10, -3.23, 0.53], [4.58, -0.90, -1.04], [-5.31, -2.05, -0.06], [3.60, 2.57, -0.23], [3.36, 1.30, 2.18], [-5.04, -2.32, 1.73], [2.55, -0.90, 1.13], [4.98, 1.74, 0.29]]}

---

(4)
{"formula": "C4H6O2", "method": "ωB97M-V/def2-TZVPD", "gap_ev": 9.7, "total_energy_ev": -8339.1631, "smiles": "CCC(=O)C=O", "max_force_ev_per_a": 0.880, "relative_energy_kj_mol": 125.2, "symbols": ["O", "O", "C", "C", "C", "C", "H", "H", "H", "H", "H", "H"], "xyz": [[-1.32, 2.61, 1.11], [0.50, 0.87, -1.21], [-0.11, 0.78, -0.16], [0.62, -1.61, -0.33], [-0.17, -0.59, 0.52], [-0.68, 2.20, 0.19], [0.24, -0.56, 1.54], [0.21, -1.68, -1.34], [-0.35, 2.84, -0.66], [0.60, -2.61, 0.12], [1.66, -1.30, -0.43], [-1.21, -0.93, 0.64]]}

---

(5)
{"formula": "C19H23S", "method": "ωB97M-V/def2-TZVPD", "gap_ev": 5.4, "total_energy_ev": -30904.7869, "charge": 1, "max_force_ev_per_a": 0.909, "relative_energy_kj_mol": 76.0, "symbols": ["S", "C", "C", "C", "C", "C", "C", "C", "C", "C", "C", "C", "C", "C", "C", "C", "C", "C", "C", "C", "H", "H", "H", "H", "H", "H", "H", "H", "H", "H", "H", "H", "H", "H", "H", "H", "H", "H", "H", "H", "H", "H", "H"], "xyz": [[0.01, 2.29, -0.56], [2.47, 2.33, 0.70], [-2.14, -1.94, 2.19], [1.85, 2.68, 2.06], [0.30, -1.25, -2.83], [-4.63, -2.24, 2.05], [-0.91, -1.74, 1.61], [-3.19, -1.85, 0.02], [1.06, -1.25, -1.62], [3.09, -0.96, -2.98], [0.42, 2.15, 2.17], [0.55, -1.40, -0.30], [-3.30, -2.01, 1.41], [2.32, -0.97, -4.15], [-0.77, -1.59, 0.19], [2.48, -1.09, -1.74], [0.93, -1.11, -4.06], [-1.97, -1.63, -0.58], [1.69, 2.97, -0.44], [-0.49, 2.78, 1.12], [1.84, 3.77, 2.18], [2.47, 2.27, 2.87], [3.52, 2.66, 0.65], [2.48, 1.24, 0.56], [0.00, 2.34, 3.17], [2.16, 2.80, -1.42], [2.80, -0.87, -5.13], [-4.63, -3.19, 2.60], [4.17, -0.85, -3.05], [1.57, 4.05, -0.29], [-2.23, -2.06, 3.27], [0.32, -1.11, -4.97], [-0.43, 3.87, 1.15], [-0.78, -1.36, -2.80], [1.32, -1.42, 0.47], [-1.94, -1.49, -1.66], [-0.01, -1.69, 2.23], [-4.10, -1.89, -0.59], [-5.42, -2.26, 1.30], [0.41, 1.06, 2.04], [-1.54, 2.48, 1.23], [-4.85, -1.44, 2.78], [3.09, -1.08, -0.83]]}

---

(6)
{"formula": "C32H41Cl3IN8O5PRbS2", "method": "ωB97M-V/def2-TZVPD", "gap_ev": 5.7, "total_energy_ev": -133293.2691, "charge": -1, "max_force_ev_per_a": 0.879, "relative_energy_kj_mol": 118.7, "symbols": ["I", "Rb", "Cl", "Cl", "Cl", "S", "S", "P", "O", "O", "O", "O", "O", "N", "N", "N", "N", "N", "N", "N", "N", "C", "C", "C", "C", "C", "C", "C", "C", "C", "C", "C", "C", "C", "C", "C", "C", "C", "C", "C", "C", "C", "C", "C", "C", "C", "C", "C", "C", "C", "C", "C", "C", "H", "H", "H", "H", "H", "H", "H", "H", "H", "H", "H", "H", "H", "H", "H", "H", "H", "H", "H", "H", "H", "H", "H", "H", "H", "H", "H", "H", "H", "H", "H", "H", "H", "H", "H", "H", "H", "H", "H", "H", "H"], "xyz": [[-4.93, -2.68, 1.10], [-0.08, 0.40, -0.74], [4.53, -1.28, -3.67], [3.80, 0.34, -5.93], [3.29, -2.51, -5.97], [-0.54, -4.55, -1.75], [-2.13, 2.12, 1.07], [3.05, 1.55, 1.00], [0.61, 3.28, -1.82], [-3.45, 2.67, 0.80], [-1.04, 4.54, -2.69], [2.19, 0.41, 1.48], [-2.02, 0.66, 0.95], [1.02, -0.65, -3.89], [-2.77, 1.02, -2.88], [-1.91, -1.90, -2.77], [-0.66, -2.40, 1.34], [-1.29, -2.79, -3.63], [0.40, -4.18, -4.21], [-0.93, 2.80, 0.39], [1.85, -1.60, -1.18], [-0.47, -3.79, -3.22], [-2.90, -1.30, -3.31], [-0.55, 3.86, 6.69], [-5.23, 1.12, -1.60], [-1.92, -2.61, 0.95], [4.45, -3.01, 0.50], [2.41, -2.48, -0.71], [3.12, -3.58, -0.02], [4.51, 1.73, 2.05], [-1.48, -1.39, 3.35], [-2.79, -1.63, 2.96], [2.25, 3.14, 1.01], [-3.00, -2.25, 1.75], [-0.46, 3.94, -1.75], [-2.47, 3.54, 3.42], [-3.29, 2.19, -2.50], [-1.00, 3.36, 5.34], [3.38, -1.06, -4.96], [-4.71, -0.09, -2.02], [3.69, 1.32, -0.66], [-3.45, -1.62, -4.67], [-0.73, 1.89, 3.44], [-0.46, -1.79, 2.51], [-1.10, 4.05, -0.35], [2.06, -0.84, -4.35], [3.36, -4.72, -1.01], [2.25, -4.06, 1.15], [-4.52, 2.28, -1.85], [-2.07, 3.96, 4.68], [-3.48, -0.09, -2.64], [-1.80, 2.49, 2.79], [-0.34, 2.32, 4.70], [5.08, -2.68, -0.33], [-2.60, 4.78, 5.16], [5.20, 2.49, 1.67], [-0.18, 1.10, 2.93], [-4.46, -1.24, -4.76], [1.77, 3.27, 1.98], [1.48, 3.16, 0.23], [-5.24, -1.02, -1.85], [-3.45, -2.69, -4.86], [0.50, 1.84, 5.19], [-2.85, -1.13, -5.45], [2.73, -4.92, 1.61], [4.47, 2.05, -0.88], [2.41, -5.12, -1.37], [-1.27, -0.88, 4.28], [-2.13, 4.36, -0.46], [1.08, -4.86, -3.90], [3.91, -5.52, -0.51], [4.18, 2.00, 3.05], [-0.53, 4.86, 0.14], [-0.06, 4.83, 6.60], [1.26, -4.33, 0.80], [-2.06, -3.09, -0.01], [2.97, 3.94, 0.82], [2.87, 1.47, -1.37], [3.95, -4.38, -1.87], [-3.62, -1.32, 3.58], [-1.40, 3.99, 7.37], [-6.17, 1.16, -1.06], [4.08, 0.31, -0.77], [0.15, 3.17, 7.15], [-3.30, 4.00, 2.90], [-2.69, 3.08, -2.71], [2.14, -3.26, 1.89], [-1.20, -2.50, -4.60], [4.26, -2.16, 1.16], [4.98, -3.79, 1.05], [0.58, -1.62, 2.79], [-4.88, 3.24, -1.53], [0.76, -3.47, -4.83], [5.03, 0.77, 2.11]]}

---

(7)
{"formula": "C11H14N2O", "method": "ωB97M-V/def2-TZVPD", "gap_ev": 8.7, "total_energy_ev": -16661.0852, "smiles": "Cc1ccc(O)cc1.Cc1c[nH]cn1", "max_force_ev_per_a": 2.159, "relative_energy_kj_mol": 176.3, "symbols": ["O", "N", "N", "C", "C", "C", "C", "C", "C", "C", "C", "C", "C", "C", "H", "H", "H", "H", "H", "H", "H", "H", "H", "H", "H", "H", "H", "H"], "xyz": [[-0.82, -1.65, -0.52], [-1.00, 1.32, -1.80], [-2.15, 2.52, -0.43], [-2.28, 0.90, -1.84], [3.73, -0.71, 2.72], [2.57, -0.98, 1.77], [1.69, -2.02, 2.03], [1.19, -0.27, -0.07], [-3.03, 1.62, -0.94], [-2.89, 0.18, -3.01], [0.30, -1.29, 0.18], [0.59, -2.20, 1.19], [-0.94, 2.31, -0.93], [2.30, -0.09, 0.75], [-2.22, 0.01, -3.85], [3.93, -1.50, 3.45], [-4.01, 1.41, -0.56], [-3.61, 0.86, -3.50], [-1.04, -1.01, -1.21], [-2.42, 3.25, 0.22], [1.06, 0.51, -0.79], [-3.52, -0.64, -2.66], [-0.10, -2.98, 1.47], [3.38, 0.13, 3.32], [4.67, -0.65, 2.17], [-0.01, 2.81, -0.72], [2.86, 0.83, 0.64], [1.76, -2.67, 2.89]]}

---

Repeat the first record exactly.
{"formula": "C5H10O", "method": "ωB97M-V/def2-TZVPD", "gap_ev": 8.8, "total_energy_ev": -7391.3856, "smiles": "C=C(C)C.C=O", "max_force_ev_per_a": 1.674, "relative_energy_kj_mol": 326.1, "symbols": ["O", "C", "C", "C", "C", "C", "H", "H", "H", "H", "H", "H", "H", "H", "H", "H"], "xyz": [[-0.19, -2.22, -1.22], [0.14, 0.71, -1.42], [0.34, -1.87, -0.19], [-1.48, 0.36, 0.47], [0.67, 0.62, 1.17], [-0.23, 0.32, -0.01], [-1.65, -0.08, 1.46], [0.21, 1.44, 1.74], [0.82, -0.21, 1.87], [1.59, 1.00, 0.75], [-0.10, -2.02, 0.82], [1.39, -1.53, -0.14], [1.22, 0.72, -1.58], [-0.28, 0.02, -2.17], [-2.20, 1.04, 0.06], [-0.25, 1.71, -1.61]]}